C15H26CoNOP | ωB97M-V/def2-TZVPD

Structure (XYZ):
```
45
C15H26CoNOP | OMol25 | ωB97M-V/def2-TZVPD
C -2.5342 0.3695 -2.7714
C -2.3151 -0.8609 -2.1348
C -1.5550 -0.9384 -0.9684
C -1.0015 0.2263 -0.4472
C -1.2289 1.4675 -1.0583
C -2.0071 1.5467 -2.2170
C -1.4028 -2.2549 -0.2700
C 0.0200 -2.7789 -0.1252
N 1.0601 -1.7341 0.1032
Co 0.0411 -0.0034 1.0971
C -0.5671 2.6622 -0.4583
P 1.0046 1.9721 0.2339
H -2.7290 -1.7847 -2.5147
H -2.1445 2.5078 -2.6959
H -3.0824 0.3920 -3.7194
H -1.1208 3.0465 0.4177
H -0.4089 3.4443 -1.2084
H -1.8916 -2.2487 0.7209
H -1.9224 -2.9774 -0.9018
H 0.0400 -3.4378 0.7478
C 1.7266 3.3992 1.1292
C 1.9663 2.1204 -1.3660
H 0.3128 -3.3207 -1.0381
C 1.6146 -1.2469 -1.1745
C 2.1636 -2.2862 0.9196
H -0.1310 1.1783 2.0163
H 2.0956 -2.1091 -1.6501
H 0.8232 -0.8398 -1.8197
H 2.3578 -0.4708 -0.9601
H 2.7225 -3.0353 0.3275
H 2.7970 -1.4394 1.1988
H 1.7221 -2.7085 1.8356
H 1.9851 3.1619 -1.7322
H 2.9996 1.8009 -1.1750
H 1.5465 1.4976 -2.1703
H 1.8697 4.2839 0.4781
H 1.0618 3.6345 1.9759
H 2.7046 3.0423 1.4974
H 1.0849 0.4752 2.0660
C -1.9948 -0.7245 3.0215
C -0.6015 -1.0554 2.5765
O 0.0074 -2.0856 2.8554
H -2.6590 -0.6179 2.1448
H -2.0107 0.2482 3.5454
H -2.4194 -1.5182 3.6681
```

Summary:
⟨S²⟩: 3.80
Molecular weight: 326.3 g mol⁻¹
Calculated total energy: -2441.052718 Eh
Spin multiplicity: 4
HOMO-LUMO gap (alpha / beta): 6.237 / 7.610 eV
ΔE to the lowest compared entry with this formula, charge and spin: 0.0 kcal per mole
HOMO energy (alpha / beta): -5.5512 / -7.9106 eV

C15H26F6HfNO3P2 | ωB97M-V/def2-TZVPD

Structure (XYZ):
```
54
C15H26F6HfNO3P2 | OMol25 | ωB97M-V/def2-TZVPD
Hf 0.3534 0.0282 0.6852
P 2.3847 -0.5478 -0.7132
C 1.9679 0.4405 -2.2497
C 0.5722 0.9542 -2.4557
N -0.3393 0.8561 -1.4461
C -1.5787 1.3405 -1.7282
C -1.8979 1.7881 -2.9962
C -0.9325 1.9495 -4.0138
C 0.3599 1.5514 -3.6993
C -2.6598 1.2457 -0.6948
P -2.0351 1.3553 1.0129
H 1.1881 1.7122 -4.4058
H -2.9116 2.0653 -3.1930
H -1.1626 2.3864 -4.9571
H -3.4242 2.0185 -0.8178
H -3.1613 0.2700 -0.7927
H 2.6266 1.3170 -2.2493
H 2.2087 -0.1939 -3.1175
H 2.0124 5.6305 -0.3389
O 2.8714 5.7524 0.0554
H 3.3679 5.0481 -0.4112
H 2.1812 -0.2539 1.2380
O 0.6858 1.3563 2.0443
H 0.9397 1.5321 2.9592
C -2.0404 3.1224 1.3939
H -2.9393 3.5842 0.9783
H -2.0229 3.2437 2.4842
H -1.1538 3.6128 0.9803
C -3.4281 0.6774 1.9259
H -3.1477 0.5884 2.9790
H -4.2964 1.3350 1.8315
H -3.6790 -0.3179 1.5415
C 2.9447 -2.1257 -1.3816
H 4.0260 -2.0919 -1.5779
H 2.7414 -2.8504 -0.5715
H 2.3951 -2.4328 -2.2808
C 3.9097 0.2930 -0.1714
H 4.1890 -0.3012 0.7149
H 4.6860 0.2802 -0.9498
H 3.6798 1.3195 0.1702
C -2.0760 -3.4899 1.3130
C -0.6597 -3.0144 1.5500
O -0.3857 -1.7287 1.0836
C -0.4030 -2.9412 3.1169
F -0.8271 -4.0445 3.7924
F 0.9152 -2.7478 3.3922
F -1.0714 -1.8605 3.6376
C 0.3419 -4.0019 0.8384
F 0.2137 -5.2970 1.2232
F 0.1144 -3.9439 -0.5129
F 1.6492 -3.6639 1.0304
H -2.7822 -2.7611 1.7331
H -2.2434 -4.4722 1.7850
H -2.2669 -3.5722 0.2354
```

Summary:
Molecular weight: 622.8 g mol⁻¹
Total charge: +3
Calculated total energy: -2196.523624 Eh
HOMO-LUMO gap: 3.145 eV
ΔE to the lowest compared entry with this formula, charge and spin: 63.3 kcal per mole
HOMO energy: -18.1500 eV

C15H26F8Li3N4O31S8 | ωB97M-V/def2-TZVPD

Structure (XYZ):
```
95
C15H26F8Li3N4O31S8 | OMol25 | ωB97M-V/def2-TZVPD
Li -7.9700 -8.3295 20.7587
Li -8.6099 -5.9158 20.1661
Li -10.4209 -4.9118 17.8295
N -8.7134 -6.7081 21.8360
S -10.1719 -7.0613 22.7013
O -10.8794 -6.0327 23.4005
O -10.3044 -8.4050 23.1578
F -11.0018 -7.1344 21.3005
S -7.8855 -6.2809 23.1568
O -7.3923 -7.3381 23.9993
O -8.2164 -5.0267 23.7548
F -6.5585 -6.0850 22.2458
N -9.3017 -4.3223 19.3601
S -9.9327 -3.1585 20.5358
O -10.8074 -2.1487 20.0251
O -9.1046 -2.7798 21.6428
F -10.9829 -4.2220 21.0993
S -8.0167 -3.3582 19.2323
O -6.9821 -3.6558 20.2068
O -8.0825 -2.0510 18.6325
F -7.3807 -4.1107 17.9750
N -11.1970 -3.9068 16.3133
S -11.3511 -2.2255 16.1825
O -12.1784 -1.7400 15.1442
O -10.1281 -1.4993 16.4433
F -12.2303 -2.0535 17.4698
S -10.2990 -4.0464 15.0189
O -8.8903 -4.1280 15.3721
O -10.6290 -3.5507 13.7073
F -10.6176 -5.6297 14.8285
N -7.6469 -7.4095 19.1761
S -6.3456 -7.4500 18.2646
O -6.2821 -6.4093 17.2833
O -5.7196 -8.7156 18.0325
F -5.4176 -6.8716 19.4303
S -8.6506 -7.6933 17.8580
O -8.4491 -8.8681 17.0872
O -9.2938 -6.5334 17.2690
F -9.9170 -8.2548 18.7306
C -5.1894 -1.9514 16.2892
C -4.7789 -3.0932 17.2102
O -3.3624 -2.9444 17.1234
C -3.0460 -1.6540 16.9738
O -1.9988 -1.1629 17.2375
O -4.1050 -1.0313 16.3926
H -6.0981 -1.4930 16.6786
H -5.3402 -2.2815 15.2636
H -5.0068 -4.0360 16.7147
H -5.2179 -3.1163 18.2045
C -4.3231 -6.9291 14.6494
C -3.6429 -7.2182 13.2991
O -3.2134 -5.9547 12.8342
C -3.2907 -5.0524 13.8268
O -2.8369 -3.9568 13.7513
O -3.7446 -5.6416 14.9494
H -4.0114 -7.6091 15.4365
H -5.4019 -6.8297 14.5484
H -4.2855 -7.7274 12.5825
H -2.7623 -7.8557 13.4147
C -4.2561 -10.1556 20.2050
O -4.5185 -10.4362 21.5823
C -5.6350 -9.9516 22.1029
O -6.4195 -9.2112 21.5502
O -5.7571 -10.4525 23.3101
C -7.0777 -10.4692 23.8780
H -3.3993 -10.6888 19.8140
H -4.1874 -9.1061 19.9124
H -5.1741 -10.4554 19.6947
H -7.8601 -9.8383 23.4696
H -6.9755 -10.1841 24.9238
H -7.4062 -11.5086 23.8979
C -6.5716 -11.2169 16.7408
O -6.3286 -12.6044 16.5966
C -5.2995 -13.0928 17.2744
O -4.6820 -12.5006 18.1242
O -5.0589 -14.3214 16.8363
C -3.7934 -14.8694 17.2250
H -7.3827 -10.9230 16.0779
H -5.7334 -10.5819 16.4470
H -6.8367 -10.8994 17.7485
H -3.6737 -15.8160 16.7058
H -3.8312 -15.0453 18.2994
H -2.9951 -14.1852 16.9452
C -2.6838 -4.9593 19.3986
O -1.7707 -5.3871 18.4415
C -1.8358 -6.6390 18.0215
O -2.6996 -7.4197 18.3409
O -0.7828 -6.8771 17.2817
C -0.4482 -8.0950 16.6763
H -3.7527 -5.1299 19.2358
H -2.6475 -3.8867 19.5753
H -2.5729 -5.4345 20.3803
H 0.0920 -8.7113 17.3986
H 0.2144 -8.0110 15.8162
H -1.3903 -8.5304 16.3286
```

Summary:
Molecular weight: 1187.7 g mol⁻¹
Total charge: -1
Calculated total energy: -7145.845973 Eh
HOMO-LUMO gap: 8.849 eV
HOMO energy: -8.1972 eV

C15H26FN4O | ωB97M-V/def2-TZVPD

Structure (XYZ):
```
47
C15H26FN4O | OMol25 | ωB97M-V/def2-TZVPD
C -0.2582 -3.5332 1.3081
C 0.0521 -2.9305 -0.2180
O 0.7725 -3.7582 -1.0151
N -0.4955 -1.5822 -0.6306
C -0.3074 -1.2930 -2.1034
C -0.0236 -0.4541 0.2593
C -1.3665 0.4287 0.6863
C -2.7211 -0.4750 0.8765
C -3.7900 -0.2940 -0.3906
N -4.6664 -1.5277 -0.4595
F -4.4551 -2.2807 -1.5845
H -1.3693 -3.8945 1.4273
H -0.0400 -2.7094 2.1388
H 0.4647 -4.4323 1.5649
H 0.7575 -1.5374 -2.5239
H -1.1297 -1.9034 -2.7027
H -0.5554 -0.1493 -2.3188
H 0.7148 0.3048 -0.2670
H 0.4902 -0.7877 1.2566
H -1.1276 0.9213 1.7217
H -1.4808 1.3084 -0.0927
H -2.5151 -1.6287 1.0681
H -3.3223 -0.1071 1.8329
H -4.4491 0.6712 -0.2411
H -3.1916 -0.2476 -1.4162
H -4.5239 -2.1570 0.3871
H -5.6887 -1.2804 -0.4493
N 3.0304 -0.0159 -4.1524
C 3.3160 0.2872 -2.8466
C 3.3288 1.6584 -2.7210
C 3.0348 2.2013 -3.9946
C 2.8521 1.1451 -4.8588
H 2.9610 -0.9501 -4.5347
H 3.4867 -0.4966 -2.1209
H 3.5273 2.2083 -1.8101
H 2.9632 3.2498 -4.2533
H 2.6125 1.1203 -5.9135
N 1.4404 2.3719 2.7784
C 1.6708 1.3943 3.7110
C 1.4091 1.9230 4.9553
C 1.0009 3.2649 4.7660
C 1.0265 3.5146 3.4122
H 1.5567 2.2664 1.7790
H 2.0018 0.4093 3.4104
H 1.5011 1.3984 5.8975
H 0.7181 3.9727 5.5345
H 0.7875 4.4057 2.8471
```

Summary:
Molecular weight: 297.4 g mol⁻¹
Total charge: +1
Calculated total energy: -980.778073 Eh
HOMO-LUMO gap: 6.442 eV
HOMO energy: -10.2442 eV

C15H26N2O2 | ωB97M-V/def2-TZVPD

Structure (XYZ):
```
45
C15H26N2O2 | OMol25 | ωB97M-V/def2-TZVPD
C 5.1931 1.1250 0.4533
H 6.1070 1.6686 0.6842
H 4.5359 1.2063 1.3155
H 4.7212 1.6062 -0.4009
C 5.5193 -0.3334 0.1378
C 6.6286 -0.4034 -0.9109
H 6.8828 -1.4366 -1.1361
H 7.5247 0.0988 -0.5541
H 6.3091 0.0800 -1.8316
C 4.2979 -1.1143 -0.3619
H 4.6163 -2.1341 -0.5861
H 3.9369 -0.6711 -1.2925
C 3.1347 -1.1823 0.6340
N 2.2165 -0.0812 0.4847
C 0.9238 -0.2114 0.1834
O 0.3080 -1.2564 0.0491
C 0.2413 1.1535 0.0306
O 0.8582 2.1973 0.1732
N -1.0478 1.0275 -0.2847
H -1.4094 0.0790 -0.3101
C -1.9871 2.1136 -0.3838
H -1.4360 3.0347 -0.1805
H -2.3878 2.1567 -1.4023
C -3.1343 1.9324 0.6227
C -3.8543 0.6337 0.3765
C -3.5505 -0.4652 1.0561
C -4.1634 -1.8087 0.8130
C -4.9025 -1.8539 -0.5210
C -5.7650 -0.6061 -0.6691
C -4.8740 0.6315 -0.7289
H -5.4848 1.5360 -0.6636
H -4.3576 0.6611 -1.6944
H -6.3765 -0.6678 -1.5715
H -6.4359 -0.5298 0.1892
H -5.5183 -2.7533 -0.5775
H -4.1785 -1.8900 -1.3377
H -3.3789 -2.5691 0.8383
H -4.8562 -2.0352 1.6310
H -2.8211 -0.4230 1.8549
H -3.8192 2.7760 0.5226
H -2.7168 1.9422 1.6311
H 2.5579 0.8711 0.5391
H 2.5425 -2.0854 0.4646
H 3.5195 -1.2057 1.6596
H 5.8809 -0.8138 1.0546
```

Summary:
Molecular weight: 266.4 g mol⁻¹
Calculated total energy: -847.202730 Eh
HOMO-LUMO gap: 10.013 eV
ΔE to the lowest compared entry with this formula, charge and spin: 11.9 kcal per mole
HOMO energy: -9.0855 eV
Structure (SMILES): CC(C)CCNC(=O)C(=O)NCCC1=CCCCC1